ORCA calculation (wB97M-V/def2-TZVPD) on one molecule with the formula C2Cl2N2S2 at a distorted geometry.

Geometry as XYZ:
```
8
Properties=species:S:1:pos:R:3:mulliken_charge:R:1
Cl -0.584 -1.529 2.777 -0.124
Cl -0.097 1.213 -3.002 -0.121
S -0.490 1.501 -0.082 -0.031
S 1.118 -1.173 0.301 -0.005
N -0.804 0.589 1.279 -0.361
N 0.829 -0.604 -1.270 -0.393
C 0.173 0.542 -1.425 0.537
C -0.145 -0.538 1.422 0.497
```

The energy relative to the best compared isomer or geometry (same formula, charge and spin) comes out at 0.0 kJ/mol. The calculation puts the HOMO-LUMO gap at 8.09 eV. For the total energy, the calculation gives -51767.702 eV. As for the structure (SMILES): ClC1=NSC(Cl)=NS1. The charge is 0.

---

ORCA calculation (wB97M-V/def2-TZVPD) on C24H36Ir as an isolated structure.

Geometry as XYZ:
```
61
Properties=species:S:1:pos:R:3:mulliken_charge:R:1
Ir -0.116 0.100 0.916 0.549
C 0.666 0.612 -0.982 -0.558
C -3.268 -1.163 0.540 -1.376
C 1.403 -0.087 3.517 -0.240
C -0.944 0.435 2.881 -1.434
C -1.572 1.696 -1.571 1.973
C 1.253 -0.652 -0.680 -1.145
C -2.413 -1.675 -0.635 2.046
C 2.716 -0.982 -0.645 2.052
C -2.127 -3.162 -0.368 -2.047
C 3.061 1.638 3.316 -0.367
C 0.825 2.124 2.604 0.048
C -3.169 -1.584 -1.971 -1.625
C -0.785 0.487 -1.073 0.381
C 2.139 2.519 2.755 -0.873
C 0.424 0.812 3.003 0.436
C -1.630 1.539 -3.103 -1.600
C -2.982 1.851 -0.993 -1.698
C -0.804 2.993 -1.241 -1.565
C 0.151 -1.515 -0.403 -0.169
C -1.105 -0.904 -0.740 -0.083
C 2.697 0.343 3.694 -0.551
C 3.064 -1.810 0.598 -1.394
C 2.975 -1.844 -1.900 -1.746
C 3.562 0.289 -0.697 -1.691
H -1.454 3.844 -1.439 0.474
H 2.442 -2.795 -1.851 0.393
H 0.087 3.127 -1.856 0.381
H 2.682 -1.325 -2.815 0.389
H -1.643 -3.328 0.598 0.352
H -1.693 1.220 2.806 0.437
H 2.500 -2.745 0.642 0.350
H 1.218 1.503 -1.226 0.520
H 0.075 2.828 2.261 0.521
H -3.419 2.761 -1.403 0.566
H 0.253 -2.530 -0.050 0.744
H 1.099 -1.081 3.822 0.477
H -3.550 -0.591 -2.185 0.219
H -1.522 -3.616 -1.157 0.430
H 4.082 1.967 3.469 0.458
H -3.075 -3.695 -0.343 0.472
H -3.609 -0.140 0.416 0.141
H -2.713 -1.239 1.479 0.225
H 3.348 0.945 0.153 0.289
H 3.432 -0.318 4.133 0.489
H -0.517 3.044 -0.187 0.251
H -1.284 -0.501 3.315 0.513
H -3.652 1.038 -1.250 0.273
H -4.147 -1.802 0.634 0.502
H -4.022 -2.262 -1.931 0.495
H 3.406 0.848 -1.621 0.379
H -2.959 1.962 0.094 0.289
H 4.123 -2.070 0.570 0.484
H -2.134 2.410 -3.525 0.496
H 4.618 0.022 -0.654 0.452
H 2.440 3.522 2.483 0.491
H 4.042 -2.060 -1.964 0.483
H 2.874 -1.242 1.506 0.195
H -2.183 0.650 -3.405 0.295
H -0.629 1.487 -3.536 0.356
H -2.537 -1.898 -2.804 0.396
```

Its spin multiplicity is 2. The energy relative to the best compared isomer or geometry (same formula, charge and spin) comes out at 51.2 kJ/mol. The calculation puts the HOMO-LUMO gap (alpha / beta) at 7.33 / 6.51 eV. For the total energy, the calculation gives -28294.074 eV. The charge is +2.

---

ORCA calculation (wB97M-V/def2-TZVPD) on C44H46IrN4PSSi as an isolated structure at a distorted geometry.

Geometry as XYZ:
```
98
Properties=species:S:1:pos:R:3:mulliken_charge:R:1
Ir 1.224 -1.181 0.025 1.224
S 0.801 -1.299 4.523 -0.510
P 1.359 1.999 -0.299 0.457
Si -1.522 -3.115 -1.434 -0.538
N 1.896 0.688 0.278 -0.198
N 0.331 -1.208 1.984 0.480
N 1.875 -1.444 -1.993 0.302
N -0.212 -1.976 -1.390 0.056
C 4.915 -2.245 2.856 -0.878
C 2.275 3.376 0.457 -0.161
C -0.798 3.138 1.083 -0.754
C 2.804 5.716 0.638 -0.706
C 4.233 -0.909 -2.282 -2.129
C -5.506 0.371 2.681 -1.759
C -5.434 -2.130 2.808 -1.806
C -2.141 3.406 1.304 -0.837
C -3.092 2.972 0.393 -0.515
C -2.167 -0.880 2.001 0.680
C -1.666 -3.902 0.258 -0.652
C -3.310 -0.831 2.795 -0.316
C 0.614 -1.710 -2.429 0.322
C 1.285 -1.386 2.873 1.049
C 3.840 4.128 2.119 -0.631
C 1.352 -1.431 -4.677 -0.550
C 1.070 3.199 -4.277 -0.772
C -4.736 -0.882 2.246 2.016
C -3.118 -2.306 -1.993 -0.758
C -1.947 -0.887 4.805 -1.286
C 5.060 -2.458 1.483 -0.780
C 2.653 -1.252 -4.210 -0.905
C 2.741 -1.884 1.082 -0.282
C 3.217 2.199 -3.893 -0.668
C 2.613 -1.712 2.463 0.785
C -2.705 2.226 -0.710 -0.998
C 3.664 5.436 1.693 -0.434
C -4.766 -0.985 0.731 -1.457
C -3.169 -0.803 4.192 -0.364
C -0.823 -1.025 4.004 1.341
C 2.112 4.688 0.020 -0.383
C 4.003 -2.255 0.613 -0.335
C 3.683 -1.870 3.345 -0.956
C 0.315 -1.638 -3.798 -0.847
C 2.864 1.953 -2.578 -0.853
C -1.149 -4.498 -2.643 -1.123
C 0.723 2.969 -2.951 -0.227
C -1.370 1.920 -0.906 -0.057
C 2.880 -1.212 -2.847 0.996
C 1.612 2.328 -2.092 0.975
C 2.315 2.814 -4.749 -0.690
C -0.399 2.412 -0.035 0.228
C 3.145 3.097 1.503 -0.371
C -0.910 -1.010 2.608 -2.290
H -6.468 -2.166 2.462 0.473
H -2.381 -3.411 0.921 -0.030
H -3.443 1.892 -1.429 0.451
H 1.441 4.904 -0.804 0.368
H -0.238 3.308 -2.590 0.539
H 4.822 -0.324 -2.986 0.396
H -4.321 -0.112 0.264 0.060
H 3.551 -1.681 4.405 0.408
H -5.440 -2.139 3.898 0.364
H -5.799 -1.061 0.389 0.570
H -2.219 -0.840 0.921 0.985
H 5.754 -2.373 3.525 0.398
H 2.582 2.995 -5.782 0.396
H -0.270 -5.062 -2.325 0.296
H -1.075 1.312 -1.755 0.685
H -3.118 -2.195 -3.080 0.447
H -3.985 -2.914 -1.729 0.365
H -0.956 -4.132 -3.652 0.350
H -1.862 -0.883 5.883 0.428
H -0.051 3.503 1.778 0.461
H -0.709 -1.737 -4.127 0.534
H -4.135 3.216 0.543 0.428
H -4.052 -0.732 4.813 0.416
H 4.152 -2.415 -0.439 0.534
H 4.517 3.910 2.934 0.414
H 4.196 1.909 -4.255 0.432
H -5.606 0.428 3.765 0.362
H 4.130 -0.365 -1.344 0.530
H -0.691 -3.873 0.750 0.225
H -4.927 -3.035 2.469 0.324
H -2.441 3.970 2.177 0.440
H 6.018 -2.778 1.091 0.439
H -4.236 -1.871 0.388 0.015
H 4.774 -1.833 -2.080 0.497
H 0.364 3.681 -4.940 0.454
H 3.551 1.461 -1.905 0.500
H -1.992 -5.189 -2.695 0.410
H 2.675 6.736 0.300 0.409
H 4.194 6.243 2.183 0.375
H 1.154 -1.392 -5.740 0.441
H -3.253 -1.318 -1.553 0.032
H -4.996 1.271 2.342 0.266
H 3.253 2.064 1.810 0.479
H 3.475 -1.102 -4.894 0.482
H -1.967 -4.946 0.163 0.546
H -6.511 0.361 2.254 0.470
```

The energy relative to the best compared isomer or geometry (same formula, charge and spin) comes out at 0.0 kJ/mol. The calculation puts the HOMO-LUMO gap (alpha / beta) at 6.66 / 6.66 eV. For the total energy, the calculation gives -83178.422 eV. The charge is 0.

---

ORCA calculation (wB97M-V/def2-TZVPD) on an isolated ion of composition C12H18NO and charge +1 at a distorted geometry.

Geometry as XYZ:
```
32
Properties=species:S:1:pos:R:3:mulliken_charge:R:1
O 1.946 1.136 0.790 -0.444
N 1.341 1.421 -2.624 -0.377
C -1.114 1.286 -2.558 -0.251
C -2.289 0.975 -1.762 -0.836
C 2.131 -0.143 0.581 -0.439
C -1.230 0.400 1.836 -1.192
C 0.134 1.294 -2.212 0.187
C -0.142 -0.477 2.682 -0.957
C 0.624 -1.629 1.892 -0.924
C 1.598 -2.312 -0.449 -2.116
C -2.127 1.135 -0.291 -1.123
C -1.155 0.204 0.347 0.581
C -0.174 -0.486 -0.118 -0.729
C 1.042 -1.185 0.342 2.075
H 1.853 -1.943 -1.455 0.339
H 0.497 0.136 3.271 0.416
H 3.208 -0.402 0.402 0.460
H -2.571 -0.070 -2.015 0.272
H 2.111 1.990 -2.128 0.312
H -2.213 0.177 2.270 0.546
H -0.771 -1.069 3.336 0.378
H 0.846 -2.982 -0.556 0.515
H -1.767 2.126 -0.068 0.336
H 0.996 1.117 0.964 0.504
H 1.569 -1.785 2.412 0.372
H 2.477 -2.800 -0.010 0.466
H -3.202 1.504 -2.025 0.503
H -1.322 1.767 -3.617 0.276
H -1.096 1.446 1.943 0.435
H 0.189 -2.526 1.854 0.658
H -3.147 1.046 0.102 0.470
H 1.756 0.648 -3.138 0.289
```

The energy relative to the best compared isomer or geometry (same formula, charge and spin) comes out at 687.3 kJ/mol. The calculation puts the HOMO-LUMO gap (alpha / beta) at 5.58 / 5.64 eV. For the total energy, the calculation gives -16259.681 eV. The charge is +1.

---

ORCA calculation (wB97M-V/def2-TZVPD) on one molecule with the formula C4H10N2 at a distorted geometry.

Geometry as XYZ:
```
16
Properties=species:S:1:pos:R:3:mulliken_charge:R:1
N -0.745 -2.066 0.566 -0.618
N -0.380 1.317 -0.856 -0.400
C 1.131 1.164 -0.586 -0.423
C 1.082 -0.315 0.220 -0.685
C -1.073 0.464 0.182 -0.436
C -0.344 -0.816 -0.150 -0.138
H 1.160 -0.258 1.426 0.284
H 1.967 -1.113 -0.040 0.265
H -0.261 -0.936 -1.293 0.294
H -0.808 0.754 1.226 0.220
H -0.736 2.308 -0.954 0.238
H -0.405 -1.961 1.655 0.297
H 1.800 2.107 -0.019 0.240
H -1.773 -2.082 0.421 0.287
H 1.622 1.079 -1.799 0.241
H -2.238 0.355 0.001 0.333
```

The energy relative to the best compared isomer or geometry (same formula, charge and spin) comes out at 336.4 kJ/mol. The calculation puts the HOMO-LUMO gap at 9.90 eV. For the total energy, the calculation gives -7287.133 eV. As for the structure (SMILES): N[C@@H]1CCNC1. The charge is 0.

---

ORCA calculation (wB97M-V/def2-TZVPD) on a 3-piece molecular cluster, C13H30N3O2 overall.

Geometry as XYZ:
```
48
Properties=species:S:1:pos:R:3:mulliken_charge:R:1
O 4.707 -0.187 -2.655 -0.554
O -5.830 -2.637 2.144 -0.610
N -7.123 -0.951 1.358 0.123
N -0.240 2.433 0.279 -0.091
N 6.892 -0.780 -2.577 0.117
C 0.701 1.718 1.212 -1.384
C -3.239 0.186 0.889 -1.024
C -2.101 0.815 0.069 -0.126
C -6.088 -1.452 2.068 0.067
C 5.876 0.118 -2.603 0.127
C 2.097 1.715 0.603 -0.181
C -1.623 2.170 0.603 -0.915
C 8.274 -0.378 -2.496 -0.923
C -7.376 0.469 1.280 -0.956
C 2.821 -0.744 0.420 -0.720
C 2.942 0.581 1.189 -0.698
C 6.549 -2.189 -2.607 -0.923
C -7.969 -1.876 0.631 -0.964
H -6.626 0.996 1.868 0.326
H -2.425 0.939 -0.967 0.334
H 3.678 -0.911 -0.234 0.010
H 7.465 -2.775 -2.566 0.372
H -1.784 2.198 1.700 0.515
H 6.001 -2.437 -3.517 0.290
H 8.749 -0.762 -1.589 0.338
H 2.738 -1.598 1.099 0.305
H -8.737 -1.310 0.106 0.386
H 0.372 0.665 1.219 -0.229
H -5.492 -0.673 2.569 0.335
H -3.595 0.895 1.642 0.309
H 2.589 0.442 2.217 0.438
H -7.387 -2.449 -0.092 0.304
H -2.245 2.955 0.154 0.351
H 1.927 -0.732 -0.207 0.213
H 2.613 2.670 0.773 0.295
H 5.913 -2.450 -1.760 0.267
H 6.222 1.166 -2.553 0.272
H 3.997 0.867 1.255 0.413
H -7.310 0.828 0.250 0.334
H -8.365 0.719 1.672 0.368
H 8.326 0.710 -2.472 0.284
H -8.444 -2.586 1.310 0.279
H -2.925 -0.719 1.410 0.329
H 8.846 -0.730 -3.359 0.325
H 2.052 1.589 -0.499 0.224
H -1.240 0.149 0.040 0.053
H -0.090 3.416 0.465 0.325
H -4.094 -0.080 0.261 0.266
```

The calculation puts the HOMO-LUMO gap at 3.02 eV. For the total energy, the calculation gives -22530.487 eV. The charge is -1.